Density functional theory data (ωB97M-V/def2-TZVPD) for a molecular structure, C28H52P2Pd in a non-equilibrium geometry.

Structure (XYZ):
```
83
Properties=species:S:1:pos:R:3:forces:R:3
Pd 0.354 -2.257 -3.320 -1.854 -2.014 4.292
C 0.072 -2.709 2.483 -0.617 -0.592 -0.109
C 1.413 -2.697 2.030 0.277 -0.266 -0.505
C 1.215 -1.151 3.713 0.127 0.160 0.286
C -0.050 -1.752 3.517 -0.392 0.226 0.519
C 2.119 -1.717 2.778 0.259 -0.028 0.260
C -1.006 -3.624 2.031 -0.029 0.039 -0.272
H -0.795 -4.026 1.036 -0.043 0.100 0.211
H -1.967 -3.096 1.994 0.170 -0.158 0.002
H -1.127 -4.476 2.720 0.089 0.230 -0.031
C -1.264 -1.470 4.325 -0.266 -0.082 -0.142
H -2.134 -1.999 3.921 0.175 0.141 0.166
H -1.495 -0.394 4.346 0.143 -0.258 0.049
H -1.129 -1.793 5.369 0.043 0.091 -0.225
C 1.540 -0.179 4.784 0.283 0.191 0.074
H 1.302 -0.592 5.777 0.000 0.096 -0.268
H 0.965 0.753 4.678 0.055 -0.247 0.041
H 2.605 0.077 4.774 -0.211 -0.033 0.062
C 3.566 -1.414 2.686 0.253 0.134 -0.273
H 4.121 -1.877 3.517 -0.169 0.112 -0.165
H 3.751 -0.331 2.734 -0.016 -0.269 0.058
H 3.990 -1.795 1.750 -0.030 0.126 0.290
C 1.982 -3.581 0.986 0.418 0.031 -0.171
H 1.907 -4.640 1.279 -0.067 0.256 -0.065
H 3.045 -3.355 0.819 -0.385 -0.181 0.023
H 1.448 -3.458 0.029 0.087 -0.080 0.396
C -0.883 0.090 -3.304 -2.672 2.044 -1.028
C -1.264 -1.217 -3.750 -0.384 -0.313 -0.418
C -1.458 -1.282 -5.269 -0.216 0.168 -0.282
C -0.088 -1.363 -5.966 0.661 -0.564 -1.564
C 1.076 -1.759 -5.047 1.937 0.287 -2.296
C 1.638 -0.978 -3.980 1.917 0.861 -2.382
C 1.522 0.522 -3.935 0.264 0.495 0.931
C 0.054 0.943 -4.074 0.690 1.476 0.061
H -2.023 -0.382 -5.617 0.375 -0.498 0.361
H 0.143 -0.458 -6.560 -0.132 -0.274 0.321
H -2.086 -2.130 -5.570 0.227 0.058 0.301
H -0.182 0.947 -5.148 -0.268 0.016 0.250
H -1.888 0.698 -3.172 1.787 -1.064 0.134
H -2.078 -1.614 -3.146 -0.098 -0.100 -0.336
H -0.074 2.010 -3.742 0.241 -0.966 -0.383
H 1.933 0.941 -2.981 -0.316 -0.486 -0.502
H 2.564 -1.362 -3.491 -0.342 0.135 -0.639
H 2.182 0.975 -4.713 -0.623 -0.424 0.301
H -0.155 -2.173 -6.740 0.119 0.713 0.652
H 1.756 -2.533 -5.465 -0.614 0.397 0.255
P -1.793 1.789 -1.312 -0.387 -0.690 0.901
P 0.816 2.121 0.618 -0.235 -1.414 0.416
C -0.911 3.354 -1.494 -0.228 0.909 -0.204
C 0.388 3.399 -0.616 -0.009 0.602 -0.237
H -1.599 4.183 -1.238 0.526 -0.196 0.020
H -0.649 3.504 -2.561 0.049 0.100 0.604
H 1.272 3.454 -1.271 -0.132 -0.082 0.237
H 0.391 4.342 -0.053 0.042 -0.153 -0.039
C 2.033 2.795 1.801 0.323 0.654 -0.187
H 2.176 2.147 2.681 -0.302 0.063 -0.398
H 1.763 3.812 2.156 0.086 -0.628 -0.245
H 3.015 2.861 1.285 -0.599 0.050 0.220
C 1.677 0.720 -0.148 0.266 -0.008 -0.241
H 2.597 1.077 -0.630 -0.208 -0.058 0.050
H 1.051 0.218 -0.899 0.026 0.241 0.183
H 1.971 -0.025 0.612 -0.240 0.396 -0.120
C -3.563 1.991 -1.676 -0.782 0.108 -0.565
H -4.110 1.181 -1.150 0.389 0.379 -0.246
H -3.744 1.823 -2.767 -0.093 0.389 0.762
H -4.010 2.949 -1.349 0.279 -0.354 -0.318
C -0.390 -2.366 -1.351 -0.100 -0.489 -0.235
H 0.254 -1.734 -0.725 -0.121 -0.302 0.076
H -0.305 -3.439 -1.129 -0.242 0.258 0.496
H -1.422 -2.012 -1.304 0.096 -0.223 0.362
C -2.983 1.717 2.384 -0.071 0.273 -0.124
C -1.559 2.277 2.226 0.045 0.069 0.066
C -1.029 2.649 3.610 -0.536 0.509 0.170
C -0.593 1.322 1.480 -0.788 -0.265 0.107
H -2.993 0.754 2.911 0.036 0.153 -0.112
H -3.498 1.601 1.421 0.205 -0.091 0.175
H -3.575 2.435 2.981 0.218 -0.398 -0.254
H -1.632 3.199 1.632 -0.105 -0.060 0.080
H -0.879 1.763 4.235 0.007 0.056 -0.093
H -0.103 3.223 3.565 0.032 -0.049 0.112
H -1.794 3.270 4.120 0.572 -0.246 -0.179
H -0.215 0.553 2.174 0.303 0.332 -0.111
H -1.173 0.771 0.696 0.824 0.475 0.631
```
Positions in Å, forces in eV/Å.

Computed properties:
net charge	+2
molar mass	557.09	u
HOMO-LUMO gap (spin up / spin down)	7.419 / 4.235	eV
HOMO energy (spin up / spin down)	-11.80 / -12.38	eV
spin multiplicity	5
relative energy (zero: lowest compared OMol25 entry of this formula, charge and spin)	94.2	kcal/mol